[1]
A molecular structure, C17H22F2NO4PS2, computed with wB97M-V/def2-TZVPD.

Properties
highest occupied orbital energy = -8.84 eV
energy above the lowest of the compared OMol25 structures with the same formula, charge and spin = 0.0 kJ/mol

```
49
Properties=species:S:1:pos:R:3:forces:R:3
C 0.210448 -0.231662 3.559740 0.096 -0.071 -0.165
C 0.136407 0.361850 2.178951 0.044 0.089 -0.047
C -1.046591 0.334123 1.441770 0.043 0.052 -0.051
C -1.115964 0.906751 0.181083 0.061 -0.004 -0.053
C 0.009228 1.499061 -0.383474 -0.242 -0.187 0.101
C -0.054966 2.206468 -1.711171 0.020 -0.108 -0.031
P -0.425615 1.068815 -3.045036 0.302 0.210 0.200
C 0.319986 -0.547522 -2.861944 -0.101 -0.590 -0.014
C -0.499018 -1.545545 -2.011072 0.159 -0.079 -0.125
C -0.199676 -3.005141 -2.415282 0.271 0.118 0.334
C -0.031582 -3.929285 -1.228671 -0.075 -0.129 0.068
C -0.879677 -3.851909 -0.124645 0.093 -0.024 -0.040
C -0.704265 -4.693686 0.966677 0.014 0.095 -0.109
C 0.321495 -5.630703 0.969011 -0.070 0.041 -0.039
C 1.161639 -5.727601 -0.130534 -0.059 0.095 -0.121
C 0.983144 -4.882794 -1.221177 -0.032 -0.025 0.106
C 1.187882 1.517111 0.338505 0.332 0.008 0.082
C 1.250841 0.981786 1.613637 -0.236 -0.248 -0.017
H -0.710987 -0.752346 3.818154 -0.007 0.090 0.045
H 1.026810 -0.955212 3.612825 -0.008 0.032 0.049
H 0.407329 0.546440 4.297463 -0.060 -0.021 0.048
H -1.934058 -0.106698 1.879532 0.000 -0.021 -0.018
H -2.062308 0.917008 -0.353176 -0.009 0.035 0.063
H 0.917184 2.636621 -1.965898 -0.068 0.126 0.041
H -0.783398 3.022440 -1.705180 0.059 -0.010 -0.005
H -1.796237 0.903596 -3.232486 -0.066 -0.038 -0.047
H 0.052707 1.621444 -4.232955 -0.156 0.027 -0.132
H 1.309213 -0.425662 -2.415940 0.039 0.164 -0.073
H 0.462571 -0.953448 -3.866549 -0.034 0.115 -0.067
H -0.222749 -1.403168 -0.969167 -0.169 0.109 0.046
H -1.566439 -1.343629 -2.115817 -0.024 0.029 0.135
H -0.988947 -3.380288 -3.068649 0.064 0.003 -0.126
H 0.744110 -3.025725 -2.964499 -0.090 -0.079 -0.174
H -1.676699 -3.116023 -0.119107 -0.009 -0.041 0.079
H -1.366240 -4.608385 1.818632 -0.001 -0.023 0.002
H 0.455383 -6.279400 1.824234 0.033 -0.016 -0.011
H 1.962044 -6.455565 -0.151742 -0.008 -0.011 0.053
H 1.647630 -4.969846 -2.074348 -0.015 0.041 0.017
H 2.059558 2.020340 -0.061513 -0.010 0.011 -0.040
H 2.170511 1.062461 2.180202 -0.005 -0.037 -0.007
N -0.051930 6.305764 1.057869 0.176 -0.475 -0.031
S -0.430149 6.235097 2.610201 -0.200 0.243 0.188
O 0.630520 5.757445 3.434958 -0.022 0.040 -0.041
O -1.758217 5.785545 2.867036 0.023 0.042 -0.041
F -0.467959 7.791983 2.847783 0.006 -0.081 -0.076
S 0.164570 4.951515 0.324770 0.247 0.241 0.175
O 0.774145 5.135630 -0.958961 -0.130 0.108 -0.091
O -0.915675 4.008851 0.394078 -0.091 0.121 0.054
F 1.323992 4.243098 1.171884 -0.088 0.031 -0.095
```
Forces are in eV/Å.

Atom charges from the Mulliken analysis, given in e for atoms 1 to 5: C -1.564; C 0.927; C -0.837; C -0.470; C 0.925

[2]
A single C4H6ClFS molecule in a non-equilibrium geometry, computed with wB97M-V/def2-TZVPD.

Properties
structure (SMILES) = C=C(SC)[C@@H](F)Cl
highest occupied orbital energy = -8.72 eV
energy above the lowest of the compared OMol25 structures with the same formula, charge and spin = 71.2 kJ/mol

```
13
Properties=species:S:1:pos:R:3:forces:R:3
C -1.400997 -1.683645 -0.206038 0.231 0.396 2.153
C 0.059274 0.874834 -0.096861 0.847 -0.776 0.036
C 0.150649 2.213776 -0.048287 -0.579 -1.266 0.070
C 1.287757 0.061860 0.332775 0.138 0.756 0.207
H -0.549607 -2.283787 -0.449197 0.620 -0.135 -0.258
H -2.267560 -2.189545 -0.587530 -0.555 0.273 -0.556
H -1.514177 -1.686989 0.911353 0.148 0.071 -1.037
H 1.113080 2.665813 0.093835 0.187 0.244 0.376
H -0.724934 2.829014 -0.156109 -0.048 0.212 -0.391
H 1.984722 0.721735 0.880987 -0.309 -0.405 -0.354
F 0.911452 -0.936633 1.217199 0.354 0.336 -0.762
S -1.307393 0.018547 -0.835934 -0.327 0.268 -0.174
Cl 2.257731 -0.604978 -1.056190 -0.707 0.025 0.692
```
Forces are in eV/Å.

Atom charges from the Mulliken analysis, given in e for atoms 1 to 5: C -0.792; C 0.460; C -0.882; C -0.109; H 0.280

[3]
A single C4H12N2O molecule in a non-equilibrium geometry, computed with wB97M-V/def2-TZVPD.

Properties
structure (SMILES) = C[C@H](O)C(C)(N)N
highest occupied orbital energy = -8.47 eV
energy above the lowest of the compared OMol25 structures with the same formula, charge and spin = 227.7 kJ/mol

```
19
Properties=species:S:1:pos:R:3:forces:R:3
C -0.203982 0.422100 0.337401 2.382 2.852 -0.522
C 0.326715 -0.519493 -0.725250 -0.107 0.906 -2.003
C 0.258539 0.147560 1.750915 0.507 0.513 -0.116
C -0.555112 -1.699990 -1.090243 0.145 0.137 -0.010
N 0.666353 1.881835 -0.208258 -1.535 -1.747 2.398
N -1.562279 0.736420 0.222692 -0.030 0.342 -0.617
O 1.633660 -1.014244 -0.454620 -0.199 0.091 0.153
H 2.271242 -0.364303 -0.769315 -0.115 0.013 0.108
H 0.413065 0.286603 -1.536479 -0.345 -2.093 0.256
H -2.214024 0.018547 -0.053523 0.066 0.317 0.260
H 1.643943 1.964028 0.056672 -0.441 0.001 -0.345
H 0.320116 2.355921 -1.038244 0.230 -0.483 0.285
H -1.851620 1.514305 0.799309 -0.301 -0.483 -0.076
H 0.020036 0.995453 2.390989 -0.263 -0.063 0.052
H -0.207917 -0.763164 2.129066 -0.038 0.029 -0.025
H 1.338281 0.036291 1.782433 0.088 -0.206 0.020
H -0.088021 -2.257393 -1.899632 0.075 -0.060 0.060
H -1.527720 -1.378058 -1.459599 -0.066 0.033 0.101
H -0.681276 -2.362419 -0.234314 -0.053 -0.097 0.020
```
Forces are in eV/Å.

Atom charges from the Mulliken analysis, given in e for atoms 1 to 5: C 0.774; C 0.402; C -1.450; C -1.473; N -0.717

Q: Among the records above, which one has the lowest energy above the lowest of the compared OMol25 structures with the same formula, charge and spin?
A: C17H22F2NO4PS2